{"formula": "C5H6OS2", "method": "wB97M-V/def2-TZVPD", "molar_mass_g_mol": 146.24, "e_homo_ev": -8.446, "orbital_gap_ev": 8.07, "e_above_lowest_kcal_mol": 112.5, "elements": ["C", "C", "C", "C", "C", "H", "H", "H", "H", "H", "H", "O", "S", "S"], "xyz": [[-0.1280, -0.7813, 0.9659], [0.7342, -1.1599, -0.2834], [1.3476, 0.1002, -0.7971], [1.7234, 1.2328, -1.2123], [-1.2442, -0.0572, 0.2437], [1.0556, 0.7099, 1.3571], [-0.6721, -1.5611, 1.4314], [1.3107, -2.2647, -0.0487], [-0.0009, -1.4419, -1.2693], [2.1357, 2.3228, -1.3512], [-2.6834, 1.8825, -0.5613], [0.4429, 0.0233, 1.8270], [-1.5984, 1.7655, 0.2954], [-2.4232, -0.7708, -0.5973]]}